# 1
Computed, not measured: a molecular structure, C4H4I2O, with ωB97M-V/def2-TZVPD.

Cartesian coordinates (Å):
H1 -2.6218 0.0378 0.7820
H2 2.4936 0.7386 0.2830
I1 0.9680 -0.1008 -2.6841
O1 0.8040 1.9303 0.8984
I2 1.4406 -2.1250 0.1495
C1 -0.9443 -0.3229 -0.3670
C2 1.4628 1.1338 0.3651
H3 -1.5796 -0.3088 -1.2511
C3 -1.5367 -0.2178 0.8325
H4 -0.9697 -0.3021 1.6970
C4 0.4834 -0.4631 -0.7054

Cartesian forces (eV/Å) of the 3 atoms listed first:
H 1.07 -0.52 0.64
H 0.12 0.79 0.30
I 0.14 0.01 -0.61

## Properties
Gap between HOMO and LUMO = 0.308 Eh
Total charge = 0

# 2
Computed, not measured: C4H4I2O in the gas phase, with ωB97M-V/def2-TZVPD.

Cartesian coordinates (Å):
I1 0.3534 0.8406 -2.4794
C1 1.0489 -0.0947 -0.6720
H1 2.3695 -0.1462 0.8986
O1 0.2452 -1.0088 -0.1884
H2 -2.5145 0.6265 1.0616
H3 2.8876 1.0273 -0.3586
C2 -1.3798 -0.7489 0.1590
C3 2.0976 0.2897 -0.0135
H4 -0.8655 1.2059 0.9596
I2 -2.6373 -2.3535 -0.1261
C4 -1.6053 0.3621 0.7591

Cartesian forces (eV/Å) of the 3 atoms listed first:
I 0.37 -0.19 0.28
C -2.11 1.16 -0.78
H -0.10 -0.79 1.29

## Properties
Gap between HOMO and LUMO = 0.329 Eh
Total charge = 0
Structure (SMILES) = C=C(I)OC(=C)I

# 3
Computed, not measured: C4H4IN in the gas phase, with ωB97M-V/def2-TZVPD.

Cartesian coordinates (Å):
N1 0.1558 -0.0481 1.4785
C1 -0.8518 -0.1493 -0.6290
H1 0.8355 1.3512 -1.0675
C2 0.5761 0.2122 -0.8201
H2 1.3086 -0.4239 -1.4704
C3 1.0998 0.0884 0.6268
I1 -2.7582 -0.5958 1.7269
H3 2.1367 0.1689 0.7327
C4 -1.0012 -0.2516 0.8026
H4 -1.5013 -0.3520 -1.3805

Cartesian forces (eV/Å) of the 3 atoms listed first:
N -3.31 -1.03 1.71
C 3.01 0.66 -0.03
H -0.85 -1.92 -0.26

## Properties
Spin multiplicity = 3
⟨S²⟩ = 2.02
Gap between HOMO and LUMO (alpha / beta) = 0.248 / 0.290 Eh
Total charge = 0

Going through the records in order, we get total energy values of -22458.244, -22458.053, -13798.998 eV.
Going through the records in order, we get energy relative to the best compared isomer or geometry (same formula, charge and spin) values of 1.836, 2.027, 0.049 eV.